1.
Here is a 11-piece molecular cluster, C54H52Cl6N8O16 overall from the Open Molecules 2025 dataset. Energies are from ωB97M-V/def2-TZVPD.

The calculation puts the energy above the lowest of the compared OMol25 structures with the same formula, charge and spin at 56.96 kcal per mole. The structure (SMILES) is O=[N+]([O-])c1ccccc1.O=[N+]([O-])c1ccccc1.O=[N+]([O-])c1ccccc1.O=[N+]([O-])c1ccccc1.O=[N+]([O-])c1ccccc1.O=[N+]([O-])c1ccccc1.O=[N+]([O-])c1ccccc1.O=[N+]([O-])c1ccccc1.ClCCCl.ClCCCl.ClCCCl.

Each line ends with the Löwdin charge.
Atoms and positions in Å:
Cl -6.71 -1.86 -6.13  0.48
C -5.15 -2.43 -5.31  -0.62
C -3.85 -1.67 -5.48  -0.62
Cl -3.69 -0.33 -4.29  0.57
H -4.99 -3.40 -5.78  0.06
H -5.38 -2.63 -4.26  0.05
H -3.69 -1.30 -6.49  0.07
H -2.92 -2.24 -5.38  0.07
Cl -5.77 4.96 -4.87  0.55
C -5.41 4.04 -3.37  -0.65
C -4.79 5.04 -2.42  -0.66
Cl -4.95 4.36 -0.76  0.56
H -4.77 3.18 -3.58  0.06
H -6.32 3.71 -2.88  0.06
H -5.40 5.92 -2.23  0.05
H -3.76 5.34 -2.62  0.06
Cl 1.82 6.91 1.93  0.50
C 0.93 5.52 2.77  -0.59
C 1.72 4.70 3.82  -0.63
Cl 3.24 4.17 3.08  0.55
H 0.75 4.76 2.00  0.02
H -0.06 5.89 3.05  0.07
H 1.22 3.83 4.26  0.06
H 1.96 5.35 4.67  0.07
C 3.28 -1.78 -0.39  -0.06
C 3.59 -0.55 0.18  -0.06
C 4.83 -0.28 0.84  0.05
C 5.89 -1.28 0.69  -0.15
C 5.61 -2.45 0.05  -0.02
C 4.30 -2.75 -0.41  -0.05
N 7.22 -1.18 1.30  -0.31
O 7.41 -0.48 2.31  0.07
O 8.12 -1.90 0.75  0.03
H 2.29 -2.08 -0.71  0.10
H 2.98 0.34 0.11  0.09
H 4.94 0.66 1.36  0.11
H 6.41 -3.17 0.11  0.11
H 4.22 -3.69 -0.93  0.10
C -1.06 -0.91 4.52  -0.05
C -2.02 -1.00 3.49  -0.05
C -2.44 0.12 2.87  -0.03
C -2.00 1.37 3.23  -0.13
C -1.16 1.49 4.34  0.00
C -0.68 0.33 4.91  -0.10
N -2.33 2.52 2.34  -0.34
O -1.75 3.60 2.54  0.04
O -3.20 2.38 1.53  0.09
H -0.53 -1.73 4.98  0.11
H -2.34 -1.96 3.09  0.11
H -3.08 0.04 2.00  0.13
H -0.85 2.47 4.67  0.11
H -0.07 0.48 5.79  0.11
C 0.02 -0.71 0.71  -0.10
C -0.80 -0.91 -0.37  -0.07
C -1.21 0.07 -1.28  0.06
C -0.97 1.38 -0.77  -0.13
C -0.29 1.64 0.42  -0.02
C 0.25 0.55 1.07  -0.10
N -1.51 2.52 -1.55  -0.30
O -1.05 3.59 -1.12  0.04
O -2.33 2.31 -2.42  0.07
H 0.47 -1.52 1.25  0.10
H -1.02 -1.96 -0.50  0.08
H -1.85 -0.11 -2.13  0.07
H -0.14 2.62 0.86  0.10
H 0.92 0.65 1.92  0.11
C 5.12 -4.03 6.52  -0.04
C 4.51 -4.68 5.43  -0.08
C 3.73 -4.04 4.46  0.02
C 3.44 -2.65 4.71  -0.10
C 3.93 -2.02 5.86  -0.02
C 4.69 -2.73 6.76  -0.08
N 2.78 -1.81 3.65  -0.31
O 2.22 -2.36 2.71  0.04
O 2.72 -0.59 3.83  0.06
H 5.81 -4.56 7.16  0.11
H 4.84 -5.68 5.20  0.10
H 3.38 -4.55 3.57  0.11
H 3.72 -1.01 6.15  0.12
H 4.97 -2.13 7.62  0.11
C 2.09 -7.99 -0.37  -0.07
C 1.73 -6.81 -1.00  -0.08
C 0.92 -5.84 -0.41  -0.01
C 0.32 -6.10 0.81  -0.12
C 0.64 -7.30 1.47  0.00
C 1.57 -8.22 0.90  -0.05
N -0.83 -5.26 1.33  -0.29
O -1.44 -5.62 2.33  0.08
O -1.07 -4.20 0.68  0.03
H 2.66 -8.74 -0.89  0.11
H 2.09 -6.67 -2.01  0.11
H 0.73 -4.92 -0.94  0.12
H 0.22 -7.54 2.43  0.11
H 1.78 -9.06 1.55  0.10
C 2.27 4.08 -0.88  -0.09
C 3.06 5.11 -1.02  -0.14
C 3.77 5.39 -2.16  0.00
C 3.56 4.60 -3.31  -0.10
C 2.59 3.54 -3.27  0.01
C 1.93 3.27 -2.02  -0.03
N 4.30 4.79 -4.62  -0.32
O 5.46 5.29 -4.65  0.04
O 3.69 4.49 -5.63  0.07
H 1.98 3.75 0.11  0.08
H 3.32 5.69 -0.14  0.07
H 4.42 6.25 -2.20  0.12
H 2.29 2.96 -4.13  0.10
H 1.14 2.55 -1.95  0.08
C -1.24 8.20 -3.16  -0.12
C -2.10 7.86 -4.19  -0.07
C -2.17 6.51 -4.58  0.00
C -1.20 5.53 -4.09  -0.12
C -0.35 6.00 -3.07  0.02
C -0.39 7.34 -2.57  -0.05
N -1.16 4.20 -4.67  -0.32
O -2.23 3.76 -5.14  0.06
O -0.05 3.69 -4.74  0.08
H -1.11 9.24 -2.89  0.11
H -2.66 8.64 -4.69  0.11
H -2.77 6.33 -5.46  0.10
H 0.29 5.32 -2.53  0.08
H 0.22 7.66 -1.73  0.11
C -5.39 -7.13 0.52  -0.06
C -4.97 -6.16 1.35  -0.11
C -4.53 -4.92 0.96  -0.03
C -4.36 -4.63 -0.38  -0.12
C -4.79 -5.60 -1.37  0.02
C -5.42 -6.77 -0.89  -0.05
N -3.81 -3.30 -0.78  -0.33
O -3.47 -3.12 -1.91  0.09
O -3.66 -2.47 0.15  0.03
H -5.67 -8.15 0.76  0.11
H -4.95 -6.35 2.41  0.11
H -4.48 -4.06 1.61  0.12
H -4.74 -5.37 -2.42  0.10
H -6.03 -7.41 -1.51  0.10


2.
Here is a 7-piece molecular cluster, C54H52F6O4 overall from the Open Molecules 2025 dataset. Energies are from ωB97M-V/def2-TZVPD.

The structure (SMILES) is CC(C)C[C@@H](C)COC1=C(Cc2ccccc2)C(=O)OC1=O.Fc1ccccc1.Fc1ccccc1.Fc1ccccc1.Fc1ccccc1.Fc1ccccc1.Fc1ccccc1.

Each line ends with the Löwdin charge.
Atoms and positions in Å:
C -1.80 2.61 -1.84  -0.09
C -1.64 2.62 -3.43  -0.37
C -2.84 3.53 -3.95  -0.09
C -0.25 3.26 -3.85  -0.16
C 0.01 3.19 -5.40  -0.30
C 0.71 4.53 -5.88  -0.08
C 0.77 1.85 -5.86  -0.11
O 1.08 0.99 -4.74  -0.03
C 1.19 -0.33 -5.05  -0.10
C 1.88 -1.19 -4.23  -0.03
C 2.61 -0.73 -2.94  -0.07
C 1.99 -1.29 -1.63  -0.20
C 0.68 -1.93 -1.55  -0.03
C 0.18 -2.38 -0.25  -0.08
C 0.94 -2.23 0.99  -0.08
C 2.28 -1.63 0.91  -0.07
C 2.76 -1.18 -0.39  -0.05
C 1.73 -2.59 -4.86  -0.36
O 2.37 -3.57 -4.66  0.17
O 0.62 -2.53 -5.74  0.11
C 0.63 -1.20 -6.21  -0.33
O 0.29 -0.97 -7.33  0.17
H -2.89 2.71 -1.58  0.06
H -1.29 3.50 -1.40  0.08
H -1.48 1.64 -1.38  0.07
H -1.82 1.61 -3.88  0.13
H -2.93 3.52 -5.07  0.07
H -3.78 3.06 -3.56  0.08
H -2.76 4.58 -3.57  0.09
H 0.60 2.88 -3.21  0.12
H -0.36 4.35 -3.59  0.12
H -1.00 3.17 -5.90  0.12
H 1.49 4.91 -5.17  0.08
H 1.11 4.51 -6.92  0.08
H -0.10 5.32 -5.88  0.08
H 0.13 1.40 -6.65  0.13
H 1.73 2.19 -6.35  0.13
H 3.69 -1.06 -2.99  0.14
H 2.65 0.40 -2.92  0.13
H 0.04 -2.05 -2.46  0.11
H -0.84 -2.84 -0.13  0.10
H 0.54 -2.55 1.98  0.10
H 2.89 -1.51 1.82  0.10
H 3.77 -0.69 -0.43  0.11
F -3.62 1.15 -0.32  0.02
C -4.39 0.15 -0.77  -0.27
C -5.73 0.11 -0.42  -0.01
C -6.53 -0.92 -0.90  -0.08
C -5.98 -1.91 -1.71  -0.10
C -4.63 -1.86 -2.04  -0.08
C -3.83 -0.83 -1.58  -0.02
H -6.14 0.88 0.21  0.10
H -7.58 -0.96 -0.64  0.11
H -6.60 -2.72 -2.07  0.10
H -4.20 -2.64 -2.67  0.10
H -2.78 -0.77 -1.84  0.11
F 3.75 3.33 -4.19  0.06
C 4.91 2.64 -4.22  -0.29
C 5.21 1.86 -5.32  -0.02
C 6.40 1.16 -5.35  -0.08
C 7.28 1.24 -4.28  -0.10
C 6.97 2.03 -3.18  -0.08
C 5.78 2.74 -3.15  -0.02
H 4.50 1.80 -6.14  0.11
H 6.65 0.55 -6.21  0.11
H 8.22 0.69 -4.30  0.10
H 7.66 2.09 -2.34  0.11
H 5.52 3.36 -2.30  0.12
F 1.68 -4.85 0.39  0.05
C 2.61 -5.44 -0.39  -0.27
C 3.11 -4.76 -1.48  0.00
C 4.08 -5.37 -2.27  -0.08
C 4.51 -6.65 -1.98  -0.10
C 3.99 -7.33 -0.88  -0.09
C 3.03 -6.72 -0.08  -0.02
H 2.76 -3.76 -1.70  0.09
H 4.49 -4.84 -3.13  0.10
H 5.26 -7.13 -2.60  0.10
H 4.32 -8.34 -0.65  0.10
H 2.62 -7.23 0.78  0.11
F -5.40 1.93 1.91  0.04
C -4.54 2.07 2.94  -0.27
C -3.19 2.19 2.68  -0.01
C -2.30 2.33 3.75  -0.07
C -2.78 2.34 5.05  -0.10
C -4.14 2.20 5.30  -0.08
C -5.03 2.07 4.24  -0.02
H -2.83 2.18 1.66  0.10
H -1.24 2.44 3.56  0.11
H -2.09 2.44 5.88  0.08
H -4.51 2.20 6.32  0.11
H -6.09 1.98 4.41  0.12
F -2.23 -0.41 6.70  0.05
C -2.01 -1.54 6.00  -0.28
C -2.81 -1.84 4.92  -0.01
C -2.58 -3.00 4.20  -0.08
C -1.55 -3.86 4.58  -0.10
C -0.75 -3.55 5.68  -0.08
C -0.98 -2.38 6.39  -0.02
H -3.61 -1.16 4.64  0.11
H -3.20 -3.24 3.34  0.11
H -1.37 -4.77 4.02  0.10
H 0.04 -4.22 5.98  0.10
H -0.36 -2.12 7.24  0.12
F 0.72 3.18 7.29  0.06
C 0.22 2.72 8.45  -0.28
C -0.85 1.84 8.43  -0.02
C -1.36 1.36 9.63  -0.08
C -0.79 1.77 10.84  -0.10
C 0.28 2.65 10.84  -0.09
C 0.80 3.12 9.64  -0.02
H -1.28 1.54 7.49  0.08
H -2.19 0.67 9.63  0.11
H -1.19 1.39 11.77  0.10
H 0.72 2.97 11.78  0.10
H 1.64 3.80 9.63  0.12


3.
Here is a 9-piece molecular cluster, C54H52O18 overall from the Open Molecules 2025 dataset. Energies are from ωB97M-V/def2-TZVPD.

The calculation puts the energy above the lowest of the compared OMol25 structures with the same formula, charge and spin at 0.00 kcal per mole. The structure (SMILES) is O=C1C=CC(=O)C=C1.Oc1ccc(O)cc1.Oc1ccc(O)cc1.Oc1ccc(O)cc1.Oc1ccc(O)cc1.Oc1ccc(O)cc1.Oc1ccc(O)cc1.Oc1ccc(O)cc1.Oc1ccc(O)cc1.

Each line ends with the Löwdin charge.
Atoms and positions in Å:
C -2.92 2.14 6.28  -0.01
C -2.10 2.96 5.49  0.01
C -1.68 2.43 4.26  -0.34
C -1.99 1.19 3.84  -0.03
C -2.77 0.43 4.69  0.00
C -3.32 0.89 5.88  -0.32
O -4.20 0.05 6.55  0.03
O -1.03 3.27 3.38  0.03
H -3.23 2.40 7.28  0.12
H -1.74 3.95 5.75  0.11
H -1.58 0.68 2.98  0.12
H -3.12 -0.51 4.31  0.12
H -3.92 -0.31 7.40  0.11
H -0.78 4.13 3.72  0.11
C -4.54 1.48 -4.96  0.02
C -5.88 1.20 -5.24  -0.01
C -6.35 -0.03 -4.94  -0.37
C -5.50 -0.97 -4.31  0.01
C -4.27 -0.60 -3.82  -0.04
C -3.78 0.53 -4.29  -0.36
O -2.46 0.83 -4.19  0.04
O -7.59 -0.34 -5.28  0.05
H -4.29 2.52 -5.07  0.12
H -6.62 1.90 -5.61  0.13
H -5.86 -1.92 -3.96  0.12
H -3.60 -1.30 -3.35  0.12
H -2.01 0.02 -3.94  0.06
H -7.85 -1.03 -5.90  0.12
C 5.82 -4.24 0.58  -0.02
C 6.29 -3.87 -0.69  0.00
C 5.37 -3.66 -1.73  -0.28
C 4.03 -3.79 -1.39  -0.03
C 3.58 -4.15 -0.11  0.00
C 4.51 -4.32 0.93  -0.39
O 4.19 -4.82 2.10  0.07
O 5.68 -3.18 -3.01  0.02
H 6.50 -4.56 1.35  0.12
H 7.33 -3.70 -0.90  0.11
H 3.30 -3.64 -2.18  0.10
H 2.52 -4.26 0.04  0.10
H 3.49 -4.30 2.49  0.12
H 5.01 -2.64 -3.43  0.03
C -3.53 -6.17 3.77  -0.03
C -2.89 -6.07 2.57  -0.04
C -2.97 -4.99 1.72  -0.32
C -3.70 -3.95 2.31  -0.01
C -4.33 -3.99 3.54  -0.04
C -4.35 -5.16 4.22  -0.29
O -5.15 -5.13 5.43  -0.01
O -2.44 -4.98 0.49  0.07
H -3.44 -7.06 4.38  0.12
H -2.45 -6.94 2.12  0.12
H -4.01 -3.04 1.82  0.11
H -4.87 -3.18 4.00  0.12
H -5.74 -5.89 5.45  0.08
H -2.72 -4.25 -0.07  0.08
C 1.35 -1.22 -3.42  -0.02
C 2.75 -1.20 -3.53  0.05
C 3.30 -1.79 -4.69  -0.38
C 2.55 -2.44 -5.55  -0.05
C 1.20 -2.48 -5.46  0.03
C 0.64 -1.79 -4.35  -0.31
O -0.75 -1.59 -4.25  0.01
O 4.60 -1.75 -5.04  0.04
H 0.78 -0.76 -2.62  0.12
H 3.50 -0.83 -2.84  0.13
H 3.11 -2.84 -6.38  0.14
H 0.45 -2.88 -6.12  0.12
H -1.20 -2.02 -4.98  0.10
H 4.67 -1.54 -5.98  0.13
C 1.99 5.75 0.11  0.03
C 2.12 4.34 0.38  0.01
C 3.28 3.65 -0.12  -0.31
C 4.28 4.29 -0.78  -0.03
C 4.12 5.59 -1.06  -0.05
C 3.02 6.32 -0.67  -0.34
O 2.95 7.64 -1.07  0.01
O 3.34 2.34 0.31  0.03
H 1.26 6.48 0.42  0.11
H 1.42 3.87 1.06  0.09
H 5.15 3.76 -1.15  0.13
H 4.87 6.24 -1.49  0.12
H 3.72 8.19 -0.94  0.10
H 2.58 2.10 0.84  0.06
C -1.51 0.31 0.03  -0.04
C -2.06 -0.80 -0.54  0.02
C -1.27 -2.01 -0.66  -0.38
C 0.00 -2.02 -0.08  0.00
C 0.50 -0.88 0.57  0.00
C -0.26 0.28 0.59  -0.31
O 0.31 1.39 1.23  0.00
O -1.59 -3.07 -1.33  0.05
H -2.08 1.22 -0.10  0.11
H -3.00 -0.74 -1.07  0.10
H 0.59 -2.92 -0.03  0.11
H 1.46 -0.89 1.07  0.10
H -0.23 2.06 1.66  0.07
H -0.82 -3.13 -1.90  0.12
C 1.09 3.56 -2.71  -0.01
C 0.03 2.87 -2.20  -0.01
C -1.12 3.52 -2.32  -0.34
C -1.31 4.70 -3.03  0.00
C -0.21 5.32 -3.53  -0.04
C 1.02 4.81 -3.34  -0.33
O 2.14 5.43 -3.79  0.06
O -2.27 2.83 -1.99  0.00
H 2.03 3.04 -2.60  0.12
H 0.17 1.85 -1.86  0.12
H -2.31 5.09 -3.19  0.12
H -0.30 6.24 -4.09  0.12
H 2.05 6.37 -3.97  0.11
H -2.55 2.21 -2.66  0.06
C 3.55 0.12 4.92  0.03
C 3.94 0.66 6.13  0.03
C 2.87 1.13 7.04  -0.36
O 3.14 1.33 8.26  0.07
C 1.52 1.28 6.45  0.04
C 1.20 0.66 5.26  0.04
C 2.17 0.02 4.36  -0.36
O 1.81 -0.62 3.38  0.10
H 4.33 0.01 4.18  0.11
H 4.98 0.86 6.32  0.12
H 0.73 1.66 7.08  0.11
H 0.14 0.74 5.07  0.09


Sequential DFT total energy output: -176631.5390, -81333.9148, -93688.6848 eV
Sequential LUMO level output: -1.287, -0.302, -1.853 eV
Sequential maximum force output: 4.72, 2.87, 6.27 eV/A